ORCA calculation (the ωB97M-V functional and the def2-TZVPD basis) on a single C4H6O2 molecule.

```
12
C4H6O2 (the ωB97M-V functional and the def2-TZVPD basis)
C -1.86 -0.41 -0.49
C -0.63 -0.38 0.40
O -0.28 -1.30 1.12
C -0.18 1.05 0.22
C 1.96 0.38 0.18
O 0.94 1.20 -0.45
H -1.93 0.51 -1.09
H -1.85 -1.29 -1.13
H -2.74 -0.43 0.17
H 1.64 0.28 1.22
H 2.07 -0.60 -0.28
H 2.86 0.99 0.14
```

Summary:
HOMO-LUMO gap ... 8.50 eV
E_LUMO ... -0.03 eV
DFT total energy ... -8336.0171 eV
ΔE to the lowest compared entry with this formula, charge and spin ... 102.5 kcal per mole
2S+1 ... 1